Entry 1:
C52H48CaClN4O5P2S4 as an isolated structure in a non-equilibrium geometry, computed with ωB97M-V with the def2-TZVPD basis set.

- energy above the lowest of the compared OMol25 structures with the same formula, charge and spin (kJ/mol) = 0.0
- total charge = -1
- HOMO energy (eV) = -3.30
- gap between HOMO and LUMO (eV) = 5.5
- DFT total energy (hartree) = -6019.0166
- LUMO energy (eV) = 2.234

Each line ends with the Mulliken charge.
Geometry (Å):
Ca (0.417, 0.321, -0.742)  1.2244
O (-1.973, 4.070, -1.068)  -0.5089
C (-2.474, 3.759, -2.277)  0.0439
C (-3.594, 4.453, -2.734)  -0.6233
C (-4.150, 4.151, -3.961)  -0.3918
C (-3.596, 3.152, -4.756)  -0.7685
C (-2.482, 2.465, -4.313)  -0.4814
C (-1.900, 2.758, -3.079)  0.2949
C (-0.718, 1.997, -2.596)  0.6578
O (-0.223, 2.232, -1.424)  -1.0651
N (-0.251, 1.097, -3.419)  -0.5364
N (0.802, 0.363, -2.908)  -0.2484
C (1.216, -0.559, -3.691)  -0.1496
S (0.531, -0.802, -5.298)  -0.1122
C (1.144, -2.511, -5.419)  -0.4072
C (2.514, -2.597, -4.782)  -0.6351
S (2.519, -1.617, -3.241)  -0.0159
H (-1.195, 3.462, -0.943)  0.2072
H (-4.014, 5.225, -2.102)  0.4232
H (-5.028, 4.688, -4.299)  0.3833
H (-4.039, 2.906, -5.713)  0.3953
H (-2.042, 1.674, -4.903)  0.5267
H (1.174, -2.774, -6.476)  0.4219
H (0.437, -3.140, -4.890)  0.1543
H (3.292, -2.198, -5.432)  0.4032
H (2.758, -3.620, -4.493)  0.3603
C (-0.953, 5.710, 6.517)  -0.6854
S (0.346, 4.591, 7.101)  -0.1442
C (0.932, 3.950, 5.503)  -0.8717
C (0.007, 2.912, 4.884)  -0.0655
C (0.502, 2.505, 3.494)  -1.2659
N (-0.384, 1.498, 2.896)  0.7391
P (-1.312, 1.981, 1.484)  1.1489
C (-2.032, 3.568, 2.139)  0.8625
C (-3.166, 3.652, 2.944)  -0.4696
C (-3.580, 4.874, 3.456)  -0.7444
C (-2.865, 6.029, 3.178)  -0.6531
C (-1.754, 5.964, 2.351)  -1.1353
C (-1.351, 4.745, 1.829)  -0.1704
C (-2.840, 0.987, 1.705)  0.6564
C (-3.234, 0.422, 2.912)  -0.1318
C (-4.447, -0.250, 3.006)  -0.9223
C (-5.257, -0.388, 1.888)  -0.9009
C (-4.854, 0.153, 0.673)  -0.4281
C (-3.660, 0.849, 0.587)  -1.3455
P (0.305, -0.081, 2.559)  0.8709
C (0.750, -0.474, 4.318)  0.9835
C (1.908, -0.052, 4.964)  -0.3095
C (2.080, -0.280, 6.322)  -0.8673
C (1.101, -0.944, 7.050)  -0.6178
C (-0.040, -1.405, 6.409)  -0.7102
C (-0.206, -1.177, 5.050)  -0.9000
C (1.940, 0.239, 1.840)  0.4869
C (2.100, 1.258, 0.892)  -1.5076
C (3.163, 1.323, 0.001)  0.5603
C (4.183, 0.323, 0.113)  -0.8951
C (4.104, -0.688, 1.000)  -1.0034
C (2.862, -0.981, 1.803)  0.3393
H (-1.335, 6.230, 7.393)  0.3956
H (-1.754, 5.149, 6.042)  0.1328
H (-0.530, 6.427, 5.815)  0.2141
H (1.911, 3.518, 5.714)  0.4021
H (1.063, 4.808, 4.838)  0.3138
H (-1.006, 3.310, 4.794)  -0.1040
H (-0.030, 2.029, 5.525)  0.0696
H (1.510, 2.098, 3.575)  0.5783
H (0.569, 3.402, 2.870)  0.6424
H (-3.732, 2.763, 3.179)  0.3118
H (-4.465, 4.919, 4.081)  0.4203
H (-3.178, 6.977, 3.600)  0.3982
H (-1.205, 6.866, 2.108)  0.4646
H (-0.496, 4.704, 1.164)  0.3684
H (-2.580, 0.517, 3.772)  0.3906
H (-4.760, -0.672, 3.955)  0.4361
H (-6.195, -0.924, 1.958)  0.3405
H (-5.474, 0.026, -0.206)  0.4613
H (-3.340, 1.266, -0.363)  0.2790
H (2.682, 0.457, 4.398)  0.2793
H (2.979, 0.066, 6.817)  0.4405
H (1.231, -1.105, 8.113)  0.3780
H (-0.800, -1.937, 6.969)  0.4322
H (-1.087, -1.545, 4.534)  0.4061
H (1.448, 2.129, 0.954)  -0.2297
H (3.341, 2.218, -0.580)  0.4394
H (5.072, 0.424, -0.501)  0.3474
H (4.908, -1.413, 1.080)  0.4935
H (3.137, -1.263, 2.832)  0.2028
O (1.249, -4.202, -1.562)  -0.6533
S (-0.048, -3.602, -1.721)  1.1311
O (-0.669, -3.784, -3.011)  -0.8099
N (-0.056, -2.026, -1.294)  -0.4715
C (-0.939, -1.807, -0.333)  0.5937
O (-1.169, -0.667, 0.113)  0.3324
C (-1.611, -3.018, 0.191)  0.0265
C (-2.545, -3.082, 1.208)  0.1553
C (-3.082, -4.323, 1.516)  -0.9782
C (-2.681, -5.467, 0.831)  -0.5372
C (-1.720, -5.395, -0.172)  -0.7877
C (-1.196, -4.158, -0.471)  0.0140
H (-2.839, -2.182, 1.729)  0.6370
H (-3.830, -4.401, 2.296)  0.4490
H (-3.122, -6.422, 1.083)  0.3932
H (-1.394, -6.283, -0.699)  0.4872
Cl (5.027, -7.269, 2.940)  -0.2571
C (4.209, -5.812, 2.445)  0.4082
C (3.211, -5.287, 3.248)  -0.9941
C (2.550, -4.142, 2.832)  -0.1910
C (2.858, -3.525, 1.620)  -0.8362
C (2.152, -2.269, 1.225)  1.4653
C (3.873, -4.073, 0.840)  0.0588
C (4.553, -5.211, 1.246)  -1.0315
H (2.953, -5.772, 4.179)  0.4258
H (1.772, -3.717, 3.458)  0.4479
H (2.101, -2.191, 0.137)  -0.3447
H (1.136, -2.294, 1.632)  -0.2076
H (4.115, -3.613, -0.110)  0.5216
H (5.337, -5.640, 0.637)  0.3930

Forces on atoms 1 to 6 (eV/Å):
Ca 2.71 0.57 0.87
O 0.02 0.05 -0.04
C 0.07 -0.08 -0.15
C -0.08 0.09 0.08
C 0.05 -0.02 0.05
C -0.03 -0.07 -0.12

Entry 2:
A 5-piece molecular cluster, C36H32I2N2O14P overall in a non-equilibrium geometry, computed with ωB97M-V with the def2-TZVPD basis set.

- total charge = +1
- HOMO energy (eV) = -11.81
- gap between HOMO and LUMO (eV) = 7.1
- DFT total energy (hartree) = -3490.2919
- LUMO energy (eV) = -4.733

Each line ends with the Mulliken charge.
Geometry (Å):
C (-3.909, 1.340, -3.633)  -1.8635
C (-3.331, 0.620, -2.423)  1.5540
I (-5.005, -0.011, -1.198)  0.2330
C (-2.405, 1.509, -1.545)  -2.1363
I (-1.598, 3.269, -2.482)  0.2403
N (-1.459, 0.685, -0.762)  0.2955
C (-1.803, 0.528, 0.501)  -0.0397
C (-1.063, -0.148, 1.390)  -0.7105
C (0.103, -0.719, 0.965)  0.0787
C (0.913, -1.491, 1.976)  0.1547
O (1.030, -2.683, 1.837)  -0.4931
O (1.505, -0.861, 3.004)  -0.4252
C (0.486, -0.590, -0.360)  0.3673
C (1.812, -1.234, -0.715)  -1.6250
C (2.811, -0.149, -1.203)  -0.6759
O (2.522, 1.088, -0.514)  -0.2971
C (3.637, 1.630, 0.088)  0.2247
O (4.059, 2.695, -0.274)  -0.4398
C (-0.317, 0.100, -1.239)  0.7555
P (0.205, 0.183, -3.021)  1.3214
N (0.989, -1.076, -3.457)  -0.7918
O (1.124, 1.466, -3.145)  -0.5590
O (-1.018, 0.383, -4.045)  -0.4049
H (-3.158, 1.491, -4.404)  0.4235
H (-4.374, 2.284, -3.347)  0.5076
H (-4.722, 0.736, -4.035)  0.4966
H (-2.801, -0.279, -2.708)  -0.6101
H (-3.076, 1.952, -0.823)  0.9530
H (-2.728, 0.972, 0.834)  0.4670
H (-1.341, -0.243, 2.430)  0.6140
H (1.330, 0.089, 2.954)  0.4081
H (1.702, -2.009, -1.467)  0.5643
H (2.288, -1.699, 0.143)  0.4907
H (2.828, -0.047, -2.281)  0.3498
H (3.803, -0.489, -0.891)  0.8204
H (4.123, 1.100, 0.920)  0.1057
H (0.542, -1.514, -4.253)  0.2673
H (1.273, 1.908, -2.292)  0.4002
H (-1.537, -0.440, -4.114)  0.2900
C (6.393, 4.475, 0.952)  -0.2975
C (7.371, 4.644, 0.068)  -0.3360
C (8.794, 4.658, 0.491)  0.3299
O (9.688, 4.814, -0.309)  -0.5327
C (9.079, 4.468, 1.938)  -0.4305
C (8.097, 4.296, 2.819)  -0.2791
C (6.677, 4.289, 2.392)  0.4113
O (5.774, 4.133, 3.192)  -0.5971
H (5.351, 4.459, 0.669)  0.4222
H (7.181, 4.776, -0.990)  0.4317
H (10.122, 4.478, 2.227)  0.4258
H (8.285, 4.158, 3.876)  0.4590
C (-3.991, -4.397, -2.318)  -0.6046
C (-3.541, -3.189, -2.642)  0.1825
C (-2.958, -2.912, -3.973)  0.5007
O (-2.533, -1.798, -4.254)  -0.6177
C (-2.897, -4.024, -4.944)  -0.5311
C (-3.350, -5.236, -4.630)  -0.4202
C (-3.933, -5.519, -3.291)  0.1980
O (-4.344, -6.618, -3.005)  -0.4999
H (-4.419, -4.618, -1.348)  0.5094
H (-3.567, -2.347, -1.965)  0.0715
H (-2.467, -3.797, -5.911)  0.4374
H (-3.314, -6.065, -5.324)  0.4326
C (5.791, 0.789, 3.027)  -0.0829
C (5.931, 1.246, 4.267)  -0.0513
C (5.656, 0.379, 5.442)  0.0919
O (5.776, 0.794, 6.571)  -0.5231
C (5.224, -1.018, 5.172)  -0.4240
C (5.082, -1.470, 3.927)  -0.4530
C (5.354, -0.599, 2.759)  0.1804
O (5.219, -1.005, 1.619)  -0.5725
H (5.985, 1.409, 2.159)  0.5254
H (6.242, 2.261, 4.475)  0.4467
H (5.029, -1.637, 6.038)  0.4313
H (4.763, -2.482, 3.711)  0.4667
C (-8.637, -0.497, 0.539)  -0.2639
C (-9.660, 0.183, 1.048)  -0.4391
C (-10.355, -0.279, 2.278)  0.3301
O (-11.286, 0.338, 2.740)  -0.5184
C (-9.862, -1.526, 2.913)  -0.3522
C (-8.838, -2.205, 2.402)  -0.3548
C (-8.145, -1.743, 1.176)  0.5191
O (-7.209, -2.364, 0.712)  -0.5269
H (-8.120, -0.177, -0.357)  0.3407
H (-10.033, 1.094, 0.598)  0.4252
H (-10.380, -1.847, 3.808)  0.4094
H (-8.465, -3.117, 2.851)  0.4183

Forces on atoms 1 to 6 (eV/Å):
C -0.50 -0.39 0.09
C 0.23 0.75 -0.06
I 0.16 -0.16 0.15
C -1.06 -0.12 -0.60
I 0.15 -0.13 0.33
N 0.47 0.19 -0.76

Entry 3:
C12H7F5MoO2S8Sb as an isolated structure in a non-equilibrium geometry, computed with ωB97M-V with the def2-TZVPD basis set.

- energy above the lowest of the compared OMol25 structures with the same formula, charge and spin (kJ/mol) = 107.3
- HOMO energy (alpha / beta) (eV) = -8.36 / -8.97
- <S²> = 0.7599
- gap between HOMO and LUMO (alpha / beta) (eV) = 5.9 / 6.5
- DFT total energy (hartree) = -4605.2269
- LUMO energy (alpha / beta) (eV) = -2.464 / -2.447
- spin multiplicity = 2

Each line ends with the Mulliken spin population.
Geometry (Å):
Mo (1.174, 1.602, 1.137)  0.8542
S (3.581, 4.377, 4.478)  0.0190
Sb (1.680, 3.588, 3.712)  0.0381
S (1.959, 3.707, 1.231)  0.0096
S (2.198, 0.550, 2.640)  -0.0051
S (-1.498, -5.331, -0.197)  0.0009
C (-0.228, -4.515, 0.375)  -0.0002
S (-0.205, -3.752, 1.939)  0.0005
C (1.426, -3.124, 1.919)  0.0036
C (2.143, -3.338, 0.602)  0.0003
S (3.571, -2.703, 0.225)  0.0022
S (1.258, -4.322, -0.521)  -0.0004
S (2.063, -2.338, 3.158)  -0.0047
C (-2.721, 0.645, 0.793)  -0.0001
C (-2.063, 1.871, 1.387)  -0.0044
C (-2.444, 3.160, 0.693)  0.0026
O (-0.636, 1.697, 1.294)  0.0337
H (-3.805, 0.730, 0.886)  -0.0003
H (-2.398, -0.261, 1.304)  -0.0011
H (-2.474, 0.561, -0.267)  -0.0001
H (-2.291, 1.936, 2.453)  0.0032
H (-2.232, 3.090, -0.376)  0.0001
H (-1.888, 4.002, 1.103)  0.0011
H (-3.510, 3.351, 0.823)  -0.0008
F (-0.560, -1.997, -4.463)  0.0000
C (0.021, -1.244, -3.532)  0.0005
C (0.897, -0.236, -3.899)  -0.0015
F (1.160, -0.030, -5.186)  0.0000
C (1.479, 0.569, -2.937)  0.0033
F (2.294, 1.550, -3.316)  0.0005
C (1.214, 0.381, -1.583)  0.0180
O (1.760, 1.203, -0.677)  0.0308
C (0.359, -0.661, -1.242)  -0.0113
F (0.098, -0.878, 0.063)  0.0079
C (-0.255, -1.452, -2.194)  -0.0005
F (-1.125, -2.392, -1.826)  0.0003

Forces on atoms 1 to 6 (eV/Å):
Mo -0.91 -0.08 -0.66
S -0.06 -0.10 -0.06
Sb 0.14 0.20 0.02
S 0.06 0.32 0.15
S 0.33 0.01 0.39
S -0.02 -0.02 0.00

Entry 4:
C23H26MoNS4Si as an isolated structure, computed with ωB97M-V with the def2-TZVPD basis set.

- energy above the lowest of the compared OMol25 structures with the same formula, charge and spin (kJ/mol) = 2.6
- total charge = +3
- HOMO energy (alpha / beta) (eV) = -17.47 / -17.47
- gap between HOMO and LUMO (alpha / beta) (eV) = 5.8 / 5.8
- DFT total energy (hartree) = -2896.2756
- LUMO energy (alpha / beta) (eV) = -11.646 / -11.646

Each line ends with the Mulliken charge.
Geometry (Å):
Mo (0.184, 0.039, -0.251)  -0.6774
S (0.780, -1.861, -1.356)  0.0545
C (-0.539, -2.453, -2.363)  1.1973
C (-0.304, -3.346, -3.401)  -0.7633
C (-1.400, -3.878, -4.069)  -0.7238
C (-2.697, -3.571, -3.677)  -0.6426
C (-2.934, -2.714, -2.607)  -0.6377
C (-1.839, -2.144, -1.978)  0.2453
S (-1.993, -1.111, -0.544)  0.0995
C (-2.927, 0.316, -1.173)  -0.6462
C (-2.587, 1.486, -0.305)  0.6429
C (-3.487, 2.524, -0.138)  -1.0846
C (-3.119, 3.622, 0.619)  -0.5114
C (-1.866, 3.637, 1.215)  -0.9794
C (-1.020, 2.558, 1.051)  0.6911
C (0.265, 2.491, 1.809)  -0.8082
S (1.642, 1.832, 0.787)  -0.1330
C (2.600, 1.081, 2.057)  0.2443
C (3.700, 1.702, 2.617)  -0.7168
C (4.366, 1.044, 3.652)  -0.6782
C (3.937, -0.196, 4.104)  -0.6401
C (2.839, -0.825, 3.527)  -0.7479
C (2.176, -0.174, 2.492)  1.1155
S (0.847, -0.935, 1.677)  -0.0406
N (-1.365, 1.490, 0.279)  0.4455
H (0.702, -3.624, -3.684)  0.5438
H (-1.237, -4.559, -4.893)  0.4283
H (-3.535, -4.024, -4.189)  0.4405
H (-3.945, -2.519, -2.276)  0.4850
H (-3.992, 0.089, -1.131)  0.7101
H (-2.643, 0.486, -2.215)  0.3949
H (-4.460, 2.468, -0.607)  0.5124
H (-3.803, 4.451, 0.755)  0.4861
H (-1.553, 4.472, 1.826)  0.4881
H (0.164, 1.810, 2.657)  0.4674
H (0.561, 3.473, 2.174)  0.5790
H (4.044, 2.667, 2.269)  0.5257
H (5.233, 1.508, 4.101)  0.4697
H (4.473, -0.687, 4.905)  0.4508
H (2.521, -1.805, 3.858)  0.5212
C (3.064, 2.749, -3.094)  -1.1277
Si (2.622, 1.016, -2.595)  0.2189
C (3.819, 0.305, -1.343)  -0.9356
C (2.307, -0.091, -4.058)  -0.7485
C (0.840, 1.259, -1.709)  -0.7528
H (3.960, 2.734, -3.719)  0.3741
H (3.283, 3.380, -2.231)  0.3613
H (2.274, 3.220, -3.681)  0.3726
H (4.658, -0.167, -1.858)  0.5018
H (3.394, -0.466, -0.695)  0.2390
H (4.240, 1.091, -0.712)  0.3135
H (3.269, -0.361, -4.499)  0.3873
H (1.733, 0.438, -4.820)  0.3352
H (1.800, -1.030, -3.836)  0.1180
H (0.050, 0.866, -2.392)  0.6215
H (0.734, 2.331, -1.556)  0.9136

Forces on atoms 1 to 6 (eV/Å):
Mo -0.04 -0.34 0.49
S -0.04 -0.11 0.00
C 0.08 -0.05 -0.05
C -0.07 0.05 0.02
C 0.01 -0.02 -0.01
C -0.01 0.02 0.02